Entry 1:
{
  "formula": "C4H8Cl2NO3S",
  "method": "ωB97M-V/def2-TZVPD",
  "de_lowest_kcal_mol": 26.1,
  "lumo_energy_ev": 3.092,
  "gap_ev": 8.78,
  "charge": -1,
  "homo_energy_ev": -5.7,
  "symbols": ["C", "C", "C", "C", "N", "O", "O", "O", "S", "Cl", "Cl", "H", "H", "H", "H", "H", "H", "H", "H"],
  "positions_angstrom": [[1.573, 1.229, -0.801], [1.749, -0.340, 1.071], [-1.340, -1.517, -0.103], [2.206, 0.116, -0.068], [-1.293, -0.492, 0.727], [-1.503, 0.809, -1.375], [-1.106, 1.946, 0.685], [-3.365, 0.855, 0.191], [-1.931, 0.950, -0.002], [-3.000, -2.158, -0.383], [3.789, -0.385, -0.808], [0.711, 1.421, -0.316], [2.162, 2.027, -0.788], [1.167, 0.848, -1.697], [0.859, 0.032, 1.345], [2.270, -1.145, 1.616], [-0.681, -2.450, -0.004], [-0.938, -1.223, -1.020], [-1.330, -0.522, 1.728]]
}


Entry 2:
{
  "formula": "C4H8Cl2NP",
  "method": "ωB97M-V/def2-TZVPD",
  "de_lowest_kcal_mol": 5.2,
  "lumo_energy_ev": 0.907,
  "gap_ev": 9.54,
  "smiles": "C=CCCNP(Cl)Cl",
  "homo_energy_ev": -8.6,
  "symbols": ["C", "C", "C", "C", "N", "P", "Cl", "Cl", "H", "H", "H", "H", "H", "H", "H", "H"],
  "positions_angstrom": [[1.205, -0.774, -0.156], [1.153, 0.298, -1.104], [0.211, -0.490, 1.083], [1.154, 1.593, -0.912], [-1.146, -0.838, 0.818], [-2.004, 0.125, -0.326], [-3.738, -0.863, -0.262], [-2.390, 1.596, 0.938], [0.727, -1.651, -0.537], [2.227, -0.970, 0.099], [0.926, 0.032, -2.044], [-1.286, -1.819, 0.577], [0.543, -1.145, 1.849], [0.008, 0.560, 1.466], [1.278, 1.900, 0.096], [1.133, 2.446, -1.584]]
}


Entry 3:
{
  "formula": "C4H8Cl2Si",
  "method": "ωB97M-V/def2-TZVPD",
  "de_lowest_kcal_mol": 108.2,
  "lumo_energy_ev": [-0.746, -0.201],
  "gap_ev": [8.07, 7.61],
  "homo_energy_ev": [-8.8, -7.8],
  "symbols": ["C", "C", "C", "C", "Si", "Cl", "Cl", "H", "H", "H", "H", "H", "H", "H", "H"],
  "positions_angstrom": [[0.860, -1.286, -1.356], [0.347, -1.173, -0.203], [1.138, -2.617, -2.042], [-1.488, 2.100, 2.364], [-0.367, 2.123, 0.829], [-1.231, 3.107, -0.740], [1.442, 2.895, 1.339], [0.934, -0.557, -2.198], [0.091, -1.944, 0.504], [1.722, -3.292, -1.327], [1.651, -2.323, -2.894], [0.115, -2.985, -2.346], [-1.181, 1.307, 3.020], [-1.591, 2.952, 3.102], [-2.441, 1.694, 1.950]]
}


Entry 4:
{
  "formula": "C4H8Cl3N3",
  "method": "ωB97M-V/def2-TZVPD",
  "de_lowest_kcal_mol": 0.0,
  "lumo_energy_ev": -9.866,
  "gap_ev": 9.19,
  "smiles": "C/C(N)=[NH+]/C(=[NH2+])C(Cl)(Cl)Cl",
  "charge": 2,
  "homo_energy_ev": -19.1,
  "symbols": ["C", "C", "C", "C", "N", "N", "N", "Cl", "Cl", "Cl", "H", "H", "H", "H", "H", "H", "H", "H"],
  "positions_angstrom": [[-1.285, -0.378, 0.140], [1.099, 0.404, 0.239], [-2.054, -1.355, -0.592], [2.554, -0.073, 0.097], [-1.865, 0.626, 0.777], [0.927, 1.682, 0.109], [0.100, -0.499, 0.191], [3.746, 1.163, 0.546], [2.634, -1.547, 1.125], [2.547, -0.515, -1.698], [-1.293, -2.090, -0.985], [-2.879, -1.901, 0.032], [-2.659, -0.927, -1.500], [-2.774, 0.928, 0.528], [-1.467, 1.436, 1.160], [1.835, 2.124, -0.225], [0.227, 2.298, -0.107], [0.608, -1.375, 0.163]]
}


Entry 5:
{
  "formula": "C4H8Cl8",
  "method": "ωB97M-V/def2-TZVPD",
  "de_lowest_kcal_mol": 4.3,
  "lumo_energy_ev": 0.596,
  "gap_ev": 11.31,
  "smiles": "ClCCl.ClCCl.ClCCl.ClCCl",
  "homo_energy_ev": -10.7,
  "symbols": ["C", "Cl", "Cl", "H", "H", "C", "Cl", "Cl", "H", "H", "C", "Cl", "Cl", "H", "H", "C", "Cl", "Cl", "H", "H"],
  "positions_angstrom": [[-24.887, 1.844, 12.744], [-25.545, 0.652, 11.618], [-24.060, 3.091, 11.801], [-25.686, 2.311, 13.308], [-24.187, 1.331, 13.394], [-27.056, 2.254, 8.932], [-27.432, 3.798, 9.740], [-28.187, 1.006, 9.439], [-27.147, 2.321, 7.854], [-26.028, 2.036, 9.198], [-20.588, 0.381, 14.865], [-22.277, -0.162, 15.129], [-20.200, 0.368, 13.140], [-20.560, 1.387, 15.257], [-19.961, -0.367, 15.328], [-22.118, 0.751, 9.544], [-22.102, -0.781, 10.427], [-20.858, 1.876, 10.078], [-21.916, 0.626, 8.487], [-23.108, 1.154, 9.727]]
}


Entry 6:
{
  "formula": "C4H8Cl8",
  "method": "ωB97M-V/def2-TZVPD",
  "de_lowest_kcal_mol": 6.5,
  "lumo_energy_ev": 0.351,
  "gap_ev": 11.26,
  "smiles": "ClCCl.ClCCl.ClCCl.ClCCl",
  "homo_energy_ev": -10.9,
  "symbols": ["C", "Cl", "Cl", "H", "H", "C", "Cl", "Cl", "H", "H", "C", "Cl", "Cl", "H", "H", "C", "Cl", "Cl", "H", "H"],
  "positions_angstrom": [[-15.948, -7.251, -4.091], [-15.454, -7.710, -2.430], [-17.621, -6.652, -4.100], [-15.282, -6.468, -4.425], [-15.908, -8.135, -4.711], [-14.669, -12.584, -5.461], [-15.055, -10.882, -5.580], [-12.903, -12.820, -5.245], [-15.126, -13.005, -4.573], [-15.002, -13.142, -6.328], [-18.547, -9.905, -5.626], [-20.004, -9.595, -4.646], [-18.515, -9.022, -7.164], [-17.663, -9.694, -5.038], [-18.494, -10.959, -5.881], [-10.720, -12.341, -8.209], [-12.060, -12.208, -9.332], [-9.268, -11.476, -8.655], [-11.027, -11.974, -7.231], [-10.491, -13.387, -8.013]]
}